Entry a
C17H27NO2 | wB97M-V/def2-TZVPD

Positions of all 47 atoms, in Å:
C1 -3.13 -2.60 -0.31
C2 -2.59 -3.30 0.94
N1 -1.21 -3.72 0.78
H1 -0.98 -4.39 1.50
C3 -0.24 -2.64 0.75
C4 0.30 -2.45 -0.67
H2 -0.53 -2.56 -1.37
H3 1.01 -3.25 -0.89
C5 0.98 -1.09 -0.92
C6 -0.05 0.01 -0.77
C7 -0.89 0.28 -1.84
C8 -1.91 1.22 -1.79
C9 -2.07 1.89 -0.60
C10 -1.23 1.64 0.49
C11 -0.23 0.71 0.43
H4 0.40 0.55 1.29
O1 -1.60 2.44 1.54
C12 -2.69 3.21 1.08
O2 -2.98 2.86 -0.26
H5 -3.57 3.01 1.71
H6 -2.44 4.28 1.14
H7 -2.56 1.41 -2.63
H8 -0.75 -0.27 -2.77
C13 2.23 -0.91 -0.06
C14 3.00 0.35 -0.45
H9 2.31 1.20 -0.43
H10 3.37 0.25 -1.47
C15 4.18 0.66 0.48
C16 4.76 2.04 0.14
H11 5.14 2.05 -0.88
H12 4.00 2.81 0.24
H13 5.58 2.28 0.81
C17 5.27 -0.40 0.38
H14 5.62 -0.49 -0.64
H15 4.91 -1.37 0.71
H16 6.12 -0.13 1.01
H17 3.81 0.69 1.51
H18 1.97 -0.87 1.00
H19 2.86 -1.78 -0.21
H20 1.30 -1.08 -1.97
H21 -0.70 -1.70 1.09
H22 0.59 -2.87 1.42
H23 -2.72 -2.63 1.81
H24 -3.19 -4.20 1.12
H25 -2.61 -1.66 -0.48
H26 -4.19 -2.40 -0.19
H27 -2.99 -3.24 -1.18

Values from the calculation:
- 2S+1: 1
- HOMO: -8.0 eV

Entry b
C17H27NO2 | wB97M-V/def2-TZVPD

Positions of all 47 atoms, in Å:
C1 -6.26 -1.68 -0.22
C2 -6.29 -0.20 0.17
C3 -4.97 0.29 0.78
C4 -3.82 0.32 -0.22
C5 -2.55 0.90 0.40
C6 -1.38 0.91 -0.59
C7 -0.12 1.49 0.04
C8 1.06 1.46 -0.93
C9 2.31 2.04 -0.29
O1 2.30 2.86 0.60
N1 3.47 1.57 -0.83
H1 3.43 0.81 -1.48
C10 4.76 1.90 -0.26
C11 5.17 0.91 0.86
O2 5.28 -0.41 0.38
C12 4.17 -1.21 0.30
C13 2.93 -0.96 0.86
C14 1.90 -1.87 0.71
C15 2.09 -3.04 -0.01
C16 3.33 -3.30 -0.56
C17 4.37 -2.40 -0.41
H2 5.34 -2.59 -0.84
H3 3.50 -4.22 -1.12
H4 1.28 -3.75 -0.12
H5 0.94 -1.66 1.15
H6 2.74 -0.06 1.42
H7 4.48 0.99 1.70
H8 6.17 1.18 1.20
H9 5.50 1.88 -1.05
H10 4.69 2.90 0.17
H11 1.25 0.44 -1.26
H12 0.83 2.07 -1.81
H13 -0.29 2.52 0.36
H14 0.14 0.91 0.93
H15 -1.66 1.51 -1.46
H16 -1.19 -0.11 -0.93
H17 -2.75 1.92 0.73
H18 -2.27 0.31 1.28
H19 -3.60 -0.70 -0.57
H20 -4.10 0.91 -1.09
H21 -5.12 1.30 1.17
H22 -4.71 -0.35 1.62
H23 -7.09 -0.05 0.90
H24 -6.52 0.40 -0.71
H25 -5.54 -1.85 -1.02
H26 -5.98 -2.29 0.63
H27 -7.24 -2.00 -0.57

Values from the calculation:
- 2S+1: 1
- HOMO: -8.5 eV

Most stable structure, least stable structure: entry b, entry a.

Entry a
C3H7OS2 | wB97M-V/def2-TZVPD

Positions of all 13 atoms, in Å:
C1 -1.85 0.02 0.47
C2 -2.60 1.18 -0.31
O1 -1.70 2.11 -0.86
C3 -0.37 0.23 0.57
S1 0.71 -1.20 0.56
S2 2.49 -0.60 -0.43
H1 -2.13 -0.03 1.58
H2 -1.96 -1.00 -0.01
H3 -3.26 1.68 0.46
H4 -3.22 0.73 -1.10
H5 0.01 0.84 -0.30
H6 0.01 1.03 1.23
H7 1.84 0.16 -1.36

Values from the calculation:
- 2S+1: 1
- Charge: -1
- HOMO: -2.6 eV

Entry b
C3H7OS2 | wB97M-V/def2-TZVPD

Positions of all 13 atoms, in Å:
C1 0.57 0.38 0.76
C2 1.78 0.69 -0.19
O1 1.48 1.52 -1.19
C3 -0.36 -0.55 0.03
S1 -1.99 -0.72 0.88
S2 -3.21 -1.38 -0.65
H1 0.97 -0.03 1.70
H2 0.04 1.31 0.97
H3 2.10 -0.34 -0.54
H4 2.62 1.03 0.46
H5 -0.58 -0.16 -0.94
H6 0.07 -1.55 -0.07
H7 -3.48 -0.20 -1.23

Values from the calculation:
- 2S+1: 1
- Charge: -1
- HOMO: -2.5 eV

Most stable structure, least stable structure: entry b, entry a.

Entry a
C3H6NO2S | wB97M-V/def2-TZVPD

Positions of all 13 atoms, in Å:
C1 1.05 -0.25 1.30
C2 -0.02 -0.71 0.26
C3 -0.97 1.70 -0.14
N1 2.13 0.28 0.89
O1 2.29 0.56 -0.39
O2 -2.38 0.03 1.01
S1 -1.60 0.00 -0.29
H1 -1.00 2.30 -1.05
H2 0.64 -0.04 2.31
H3 0.51 -0.59 -0.65
H4 -0.34 -1.80 0.23
H5 0.06 1.44 0.12
H6 -1.26 2.15 0.79

Values from the calculation:
- 2S+1: 1
- Charge: -1
- HOMO: -3.1 eV

Entry b
C3H6NO2S | wB97M-V/def2-TZVPD

Positions of all 13 atoms, in Å:
C1 -0.28 -0.69 -0.32
C2 -0.65 0.57 -1.05
C3 0.95 -0.11 0.96
N1 -0.82 -1.82 -0.42
O1 2.59 -1.20 -0.65
O2 2.66 1.29 -0.59
S1 2.68 0.01 0.24
H1 0.36 0.95 -1.40
H2 -1.04 1.26 -0.21
H3 -1.30 0.38 -1.91
H4 0.50 0.95 1.32
H5 0.96 -0.89 1.65
H6 -0.16 -2.51 0.14

Values from the calculation:
- 2S+1: 1
- Charge: -1
- HOMO: -3.4 eV

Most stable structure, least stable structure: entry b, entry a.

Entry a
C3H4N4O2 | wB97M-V/def2-TZVPD

Positions of all 13 atoms, in Å:
C1 -0.08 -1.23 -1.59
C2 0.10 -1.17 0.67
C3 -0.14 2.16 -0.40
N1 0.09 -1.78 -0.42
N2 -0.18 0.15 -1.54
N3 -0.02 0.70 -0.45
N4 0.35 -1.44 2.05
O1 0.70 -2.55 2.42
O2 -0.03 -0.53 2.77
H1 -0.18 -1.74 -2.49
H2 -1.22 2.33 -0.48
H3 0.37 2.63 -1.19
H4 0.23 2.48 0.63

Values from the calculation:
- 2S+1: 1
- HOMO: -8.9 eV

Entry b
C3H4N4O2 | wB97M-V/def2-TZVPD

Positions of all 13 atoms, in Å:
C1 0.32 -1.25 -0.13
C2 0.47 0.30 -1.59
C3 -0.15 -0.07 0.41
N1 0.72 -0.98 -1.44
N2 -0.02 0.94 -0.48
N3 -0.69 0.12 1.68
N4 -0.82 1.38 2.47
O1 -0.64 2.40 1.80
O2 -1.14 1.18 3.61
H1 0.42 -2.07 0.45
H2 0.43 0.66 -2.55
H3 -0.18 1.86 -0.10
H4 -0.84 -0.78 2.23

Values from the calculation:
- 2S+1: 1
- HOMO (spin up / spin down): -8.4 / -8.4 eV

Most stable structure, least stable structure: entry b, entry a.

Entry a
C2H5BrN | wB97M-V/def2-TZVPD

Positions of all 9 atoms, in Å:
C1 1.07 0.66 -1.26
C2 -0.91 -0.19 1.37
N1 0.43 -0.13 -0.47
Br1 -2.54 -0.68 0.76
H1 0.91 1.64 -1.01
H2 1.56 0.06 -2.01
H3 -0.53 0.89 1.40
H4 0.39 -1.19 -0.68
H5 -0.38 -1.06 1.90

Values from the calculation:
- 2S+1: 1
- Charge: +1
- HOMO (spin up / spin down): -15.5 / -15.5 eV

Entry b
C2H5BrN | wB97M-V/def2-TZVPD

Positions of all 9 atoms, in Å:
C1 -0.91 -0.13 -0.34
C2 1.58 -0.55 0.42
N1 0.42 0.40 -0.24
Br1 2.31 -1.78 -0.71
H1 -1.12 -0.86 -1.10
H2 -1.54 -0.07 0.53
H3 1.32 -0.89 1.42
H4 0.80 0.63 -1.17
H5 0.42 1.25 0.34

Values from the calculation:
- 2S+1: 1
- Charge: +1
- HOMO (spin up / spin down): -14.3 / -14.7 eV

Entry c
C2H5BrN | wB97M-V/def2-TZVPD

Positions of all 9 atoms, in Å:
C1 -0.97 0.47 -0.02
C2 -1.47 -0.91 -0.09
N1 -0.24 -0.82 0.28
Br1 3.41 0.29 -0.12
H1 -0.60 1.04 -0.85
H2 -1.09 0.98 0.86
H3 -2.32 -1.50 -0.47
H4 3.80 1.16 0.90
H5 0.52 -1.12 0.79

Values from the calculation:
- 2S+1: 1
- Charge: +1
- HOMO: -14.4 eV

Most stable structure, least stable structure: entry c, entry b.

Entry a
C2H7NO | wB97M-V/def2-TZVPD

Positions of all 11 atoms, in Å:
N1 2.45 1.04 0.21
H1 2.42 0.22 0.75
H2 3.18 1.11 -0.48
H3 2.58 1.86 0.85
C1 -2.22 -1.27 0.20
C2 -1.38 -0.56 -0.62
O1 -1.01 0.74 -0.25
H4 -2.42 -2.29 0.11
H5 -2.65 -0.96 1.11
H6 -0.88 -0.90 -1.47
H7 -0.06 1.02 -0.40

Values from the calculation:
- 2S+1: 2
- Charge: +1
- HOMO (spin up / spin down): -14.1 / -14.1 eV

Entry b
C2H7NO | wB97M-V/def2-TZVPD

Positions of all 11 atoms, in Å:
C1 0.07 -0.91 -0.20
O1 0.30 -1.97 0.63
C2 -0.23 0.51 0.33
N1 -0.21 1.53 -0.75
H1 -0.72 -1.21 -0.90
H2 0.87 -0.84 -0.94
H3 -0.33 -2.00 1.36
H4 0.58 0.78 1.03
H5 -1.15 0.55 0.92
H6 0.18 2.32 -0.22
H7 0.64 1.25 -1.26

Values from the calculation:
- 2S+1: 2
- Charge: +1
- HOMO (spin up / spin down): -15.9 / -15.3 eV

Most stable structure, least stable structure: entry a, entry b.

Entry a
CH6N2O3S | wB97M-V/def2-TZVPD

Positions of all 13 atoms, in Å:
C1 -1.50 -0.54 1.11
N1 1.69 0.81 -0.97
N2 0.45 0.74 -0.52
O1 0.67 0.87 1.86
O2 1.07 -1.35 0.89
O3 -0.60 -0.12 -1.71
S1 0.26 -0.16 0.94
H1 -1.33 -1.57 1.39
H2 -1.69 0.08 1.92
H3 -2.25 -0.38 0.44
H4 1.73 1.16 -2.00
H5 2.09 -0.15 -0.90
H6 -0.61 0.62 -2.45

Values from the calculation:
- 2S+1: 1
- HOMO (spin up / spin down): -9.7 / -9.7 eV

Entry b
CH6N2O3S | wB97M-V/def2-TZVPD

Positions of all 13 atoms, in Å:
C1 -0.39 -0.34 1.37
N1 -1.57 -0.94 -0.52
N2 1.39 1.04 -0.72
O1 1.14 -1.36 -0.97
O2 2.84 -0.47 0.70
O3 -1.20 0.07 0.43
S1 1.47 -0.39 0.09
H1 -0.26 0.26 2.29
H2 -0.35 -1.48 1.68
H3 -2.07 -0.36 -1.16
H4 -0.75 -1.30 -0.97
H5 1.80 1.75 -0.17
H6 0.41 1.20 -1.03

Values from the calculation:
- 2S+1: 1
- HOMO: -9.2 eV

Entry c
CH6N2O3S | wB97M-V/def2-TZVPD

Positions of all 13 atoms, in Å:
C1 -2.03 -1.00 -0.73
N1 -1.23 -1.08 0.21
N2 2.31 -0.40 0.76
O1 1.42 0.70 -1.31
O2 2.03 2.06 0.64
O3 2.94 -1.16 -0.28
S1 1.11 0.80 0.09
H1 -2.48 -0.06 -0.84
H2 2.99 1.93 0.37
H3 -2.56 -1.66 -1.42
H4 -0.74 -1.97 0.46
H5 1.62 -1.09 1.14
H6 3.51 -0.46 -0.74

Values from the calculation:
- 2S+1: 1
- HOMO: -9.4 eV

Most stable structure, least stable structure: entry b, entry a.

Entry a
C3H7O3 | wB97M-V/def2-TZVPD

Positions of all 13 atoms, in Å:
C1 -0.84 1.24 -2.48
C2 -0.13 1.23 -1.13
O1 -0.39 2.02 -0.23
O2 0.66 0.27 -1.01
H1 -1.99 1.00 -2.19
H2 -0.43 0.42 -3.09
H3 -0.99 2.19 -2.87
C3 0.44 -1.77 2.01
O3 1.43 -0.88 2.60
H4 1.44 -0.05 2.33
H5 -0.33 -1.07 2.24
H6 0.72 -2.00 1.01
H7 0.41 -2.60 2.81

Values from the calculation:
- 2S+1: 1
- Charge: -1
- HOMO: -3.7 eV

Entry b
C3H7O3 | wB97M-V/def2-TZVPD

Positions of all 13 atoms, in Å:
C1 0.31 0.80 -1.76
O1 -0.09 1.62 -2.91
H1 -0.86 2.11 -2.61
H2 -0.60 0.48 -1.24
H3 0.87 1.44 -1.13
H4 0.82 -0.09 -2.09
C2 -0.65 -1.11 1.86
C3 0.73 -0.57 1.43
O2 1.30 -1.20 0.50
O3 1.14 0.45 2.04
H5 -0.53 -2.12 2.25
H6 -1.32 -1.25 1.01
H7 -1.13 -0.56 2.67

Values from the calculation:
- 2S+1: 1
- Charge: -1
- HOMO: -4.0 eV

Entry c
C3H7O3 | wB97M-V/def2-TZVPD

Positions of all 13 atoms, in Å:
C1 -0.07 -2.16 -0.03
C2 -0.27 -0.82 -0.77
O1 -1.43 -0.39 -0.90
O2 0.82 -0.26 -1.10
H1 -0.77 -2.94 -0.32
H2 -0.04 -2.03 1.05
H3 0.93 -2.61 -0.18
C3 1.01 1.61 1.35
O3 -0.30 1.85 0.91
H4 -0.46 1.56 0.01
H5 1.69 2.47 1.40
H6 1.44 0.90 0.62
H7 0.94 1.11 2.32

Values from the calculation:
- 2S+1: 1
- Charge: -1
- HOMO: -4.3 eV

Most stable structure, least stable structure: entry c, entry a.

Entry a
C3H7O3 | wB97M-V/def2-TZVPD

Positions of all 13 atoms, in Å:
O1 0.53 1.01 1.21
C1 0.88 1.51 2.32
O2 1.89 1.31 3.00
H1 0.00 2.06 2.76
H2 -0.27 -0.13 -0.39
C2 -0.42 -1.37 -1.93
O3 -0.97 -0.49 -0.96
C3 -1.53 -1.59 -2.94
H3 0.49 -1.01 -2.44
H4 -0.11 -2.28 -1.39
H5 -1.30 -1.79 -3.98
H6 -2.20 -2.34 -2.50
H7 -2.12 -0.67 -2.85

Values from the calculation:
- 2S+1: 1
- Charge: -1
- HOMO: -4.0 eV

Entry b
C3H7O3 | wB97M-V/def2-TZVPD

Positions of all 13 atoms, in Å:
C1 0.35 -2.22 0.70
C2 0.94 -1.56 -0.52
O1 0.76 -0.31 -0.69
O2 1.63 -2.29 -1.27
H1 0.99 -1.90 1.53
H2 0.34 -3.30 0.58
H3 -0.67 -1.90 0.93
C3 -0.75 2.60 -0.15
O3 -1.24 1.29 -0.06
H4 -0.57 0.69 -0.46
H5 -1.12 3.08 -1.07
H6 -1.00 3.19 0.74
H7 0.35 2.65 -0.25

Values from the calculation:
- 2S+1: 1
- Charge: -1
- HOMO: -4.2 eV

Entry c
C3H7O3 | wB97M-V/def2-TZVPD

Positions of all 13 atoms, in Å:
C1 1.40 -0.54 1.72
O1 0.56 -1.39 0.99
H1 -0.30 -0.92 0.81
H2 1.02 -0.34 2.74
H3 1.54 0.42 1.22
H4 2.36 -1.03 1.84
C2 -0.37 0.82 -1.51
C3 -1.70 0.16 -1.07
O2 -1.73 -0.34 0.09
O3 -2.62 0.19 -1.91
H5 0.39 0.77 -0.73
H6 -0.56 1.86 -1.77
H7 0.01 0.34 -2.41

Values from the calculation:
- 2S+1: 1
- Charge: -1
- HOMO: -4.3 eV

Most stable structure, least stable structure: entry c, entry a.

Entry a
C9H36O9 | wB97M-V/def2-TZVPD

Positions of all 54 atoms, in Å:
C1 -58.43 6.32 21.99
O1 -59.30 6.78 23.03
H1 -57.72 7.00 21.94
H2 -58.96 6.09 21.26
H3 -58.01 5.34 22.26
H4 -59.84 7.56 22.80
C2 -58.57 4.37 20.26
O2 -58.14 5.72 20.19
H5 -58.81 4.25 21.28
H6 -57.98 3.54 19.86
H7 -59.47 4.25 19.66
H8 -57.37 5.71 20.62
C3 -53.81 3.06 18.30
O3 -54.12 2.74 16.90
H9 -52.98 2.52 18.53
H10 -54.52 2.69 19.00
H11 -54.06 3.97 18.73
H12 -54.49 1.97 16.64
C4 -54.33 9.38 21.88
O4 -53.35 9.24 22.91
H13 -53.85 10.13 21.24
H14 -55.39 9.78 22.29
H15 -54.60 8.61 21.43
H16 -52.61 9.82 22.89
C5 -51.88 6.15 25.55
O5 -51.09 5.52 26.66
H17 -52.36 7.00 26.10
H18 -52.89 5.55 25.25
H19 -51.32 6.26 24.62
H20 -50.94 6.39 27.24
C6 -54.14 6.58 22.91
O6 -53.61 5.96 21.79
H21 -54.65 7.38 22.70
H22 -53.19 7.04 23.27
H23 -54.66 5.82 23.51
H24 -53.03 6.53 21.29
C7 -54.81 4.44 22.17
O7 -55.60 5.46 21.79
H25 -54.01 4.57 21.44
H26 -55.08 3.43 22.27
H27 -54.63 4.66 23.20
H28 -55.59 6.18 22.39
C8 -52.60 2.56 25.17
O8 -52.86 1.22 25.21
H29 -51.38 2.67 25.25
H30 -53.29 3.07 25.95
H31 -52.80 2.89 24.05
H32 -53.08 0.87 26.13
C9 -57.40 3.49 25.01
O9 -58.39 2.57 25.25
H33 -56.79 3.32 24.10
H34 -56.81 3.43 25.81
H35 -57.84 4.35 24.87
H36 -58.70 2.69 26.18

Values from the calculation:
- 2S+1: 1
- HOMO: -8.4 eV

Entry b
C9H36O9 | wB97M-V/def2-TZVPD

Positions of all 54 atoms, in Å:
O1 -1.69 -3.35 1.92
H1 -2.06 -2.53 1.60
H2 -0.77 -3.31 1.68
O2 -1.76 -0.73 0.93
H3 -1.71 -0.74 -0.02
H4 -0.99 -0.24 1.21
O3 -2.59 -1.26 -1.88
H5 -2.88 -0.78 -2.65
H6 -1.66 -1.45 -2.04
O4 0.16 -1.35 -1.59
H7 0.63 -1.38 -2.43
H8 0.60 -0.67 -1.09
O5 -3.76 0.31 2.51
H9 -2.92 0.09 2.11
H10 -4.41 -0.02 1.89
O6 0.02 0.79 2.29
H11 -0.32 1.69 2.34
H12 -0.05 0.46 3.19
C1 -2.08 2.03 -1.29
C2 -2.41 3.48 -1.44
C3 -1.53 4.37 -2.17
O7 -3.65 3.43 -2.14
H13 -2.01 1.52 -2.25
H14 -2.88 1.50 -0.78
H15 -1.18 1.81 -0.71
H16 -2.55 3.93 -0.46
H17 -0.51 4.42 -1.77
H18 -1.95 5.37 -2.27
H19 -1.35 3.92 -3.14
H20 -3.44 3.03 -2.99
C4 2.22 2.62 -0.80
C5 2.72 1.25 -0.31
C6 3.55 1.32 0.97
O8 1.52 0.50 0.04
H21 1.68 3.26 -0.10
H22 1.47 2.56 -1.58
H23 3.01 3.20 -1.28
H24 3.20 0.76 -1.15
H25 4.51 1.76 0.71
H26 3.70 0.31 1.35
H27 3.00 1.79 1.79
H28 1.26 0.70 0.94
C7 1.61 -2.75 1.70
C8 1.62 -3.63 0.50
C9 2.11 -5.07 0.77
O9 0.31 -3.49 -0.04
H29 1.22 -3.31 2.55
H30 1.11 -1.78 1.67
H31 2.64 -2.42 1.90
H32 2.24 -3.15 -0.26
H33 3.07 -5.01 1.27
H34 2.21 -5.63 -0.16
H35 1.40 -5.55 1.45
H36 0.34 -2.63 -0.48

Values from the calculation:
- 2S+1: 1
- HOMO: -9.4 eV

Most stable structure, least stable structure: entry b, entry a.

Entry a
C5H11P | wB97M-V/def2-TZVPD

Positions of all 17 atoms, in Å:
C1 -1.15 0.79 0.41
C2 -0.80 -0.21 -0.65
C3 -0.36 2.01 0.48
C4 0.63 -0.76 -0.58
C5 0.79 -1.69 0.62
P1 1.94 0.59 -0.35
H1 -2.25 1.03 0.44
H2 -1.07 0.29 1.46
H3 -1.55 -1.00 -0.43
H4 -0.95 0.15 -1.63
H5 -0.30 2.56 -0.39
H6 0.20 2.21 1.29
H7 0.71 -1.32 -1.50
H8 1.17 -1.22 1.52
H9 1.32 -2.57 0.33
H10 -0.22 -1.94 0.76
H11 1.89 1.07 -1.77

Values from the calculation:
- 2S+1: 1
- HOMO (spin up / spin down): -8.0 / -8.0 eV

Entry b
C5H11P | wB97M-V/def2-TZVPD

Positions of all 17 atoms, in Å:
C1 -2.70 -0.12 -0.96
C2 2.04 1.23 0.00
C3 -0.04 -1.60 0.66
C4 0.57 0.70 -0.31
C5 -0.04 -0.09 0.74
P1 -2.22 0.69 0.48
H1 -3.68 -0.09 -1.24
H2 -2.04 -0.98 -1.41
H3 2.10 1.28 1.05
H4 2.31 2.16 -0.48
H5 2.88 0.54 -0.43
H6 1.06 -1.81 0.68
H7 -0.69 -2.04 1.40
H8 -0.44 -2.05 -0.22
H9 0.52 0.23 -1.25
H10 0.01 1.66 -0.43
H11 0.37 0.27 1.72

Values from the calculation:
- 2S+1: 1
- HOMO: -8.3 eV

Entry c
C5H11P | wB97M-V/def2-TZVPD

Positions of all 17 atoms, in Å:
C1 0.51 0.48 0.28
C2 1.75 0.09 -0.07
C3 2.04 -1.15 -1.05
C4 -2.35 0.91 -0.82
C5 -1.71 -1.52 0.62
P1 -0.97 -0.33 -0.30
H1 1.92 2.52 2.04
H2 2.66 0.58 0.31
H3 2.91 -1.71 -0.55
H4 2.35 -0.75 -1.89
H5 1.11 -1.72 -1.13
H6 -2.87 1.52 -0.08
H7 -2.00 1.34 -1.75
H8 -3.13 0.13 -0.91
H9 -2.53 -2.04 0.02
H10 -0.90 -2.11 1.01
H11 2.35 2.05 1.60

Values from the calculation:
- 2S+1: 1
- HOMO (spin up / spin down): -7.5 / -7.8 eV

Most stable structure, least stable structure: entry b, entry c.